{
  "formula": "C57H109F6N13O31",
  "method": "ωB97M-V with the def2-TZVPD basis set",
  "symbols": ["C", "C", "O", "C", "O", "O", "F", "H", "H", "H", "C", "C", "O", "C", "O", "O", "F", "H", "H", "H", "C", "C", "O", "C", "O", "O", "F", "H", "H", "H", "C", "C", "O", "C", "O", "O", "F", "H", "H", "H", "C", "C", "O", "C", "O", "O", "F", "H", "H", "H", "C", "C", "O", "C", "O", "O", "F", "H", "H", "H", "C", "C", "O", "N", "C", "H", "H", "H", "H", "H", "H", "H", "C", "C", "O", "N", "C", "H", "H", "H", "H", "H", "H", "H", "C", "C", "O", "N", "C", "H", "H", "H", "H", "H", "H", "H", "C", "C", "O", "N", "C", "H", "H", "H", "H", "H", "H", "H", "C", "C", "O", "N", "C", "H", "H", "H", "H", "H", "H", "H", "C", "C", "O", "N", "C", "H", "H", "H", "H", "H", "H", "H", "C", "C", "O", "N", "C", "H", "H", "H", "H", "H", "H", "H", "C", "C", "O", "N", "C", "H", "H", "H", "H", "H", "H", "H", "C", "C", "O", "N", "C", "H", "H", "H", "H", "H", "H", "H", "C", "C", "O", "N", "C", "H", "H", "H", "H", "H", "H", "H", "C", "C", "O", "N", "C", "H", "H", "H", "H", "H", "H", "H", "C", "C", "O", "N", "C", "H", "H", "H", "H", "H", "H", "H", "C", "C", "O", "N", "C", "H", "H", "H", "H", "H", "H", "H"],
  "coordinates": [[4.22167, 5.94624, 3.89164], [5.17780, 5.04054, 4.70783], [4.33450, 4.58876, 5.80483], [3.13406, 5.17639, 5.74627], [2.31782, 5.18986, 6.62369], [2.95928, 5.80912, 4.55980], [6.26780, 5.82872, 5.17513], [4.24219, 5.69487, 2.83085], [4.49152, 6.96161, 3.99006], [5.57048, 4.08374, 4.38672], [-3.10829, 3.80299, 2.45653], [-3.92196, 5.08642, 2.80830], [-5.15680, 4.80944, 2.31063], [-5.23582, 3.58292, 1.78785], [-6.28548, 3.20114, 1.36672], [-4.08378, 2.93387, 1.86365], [-3.38141, 6.14678, 2.11685], [-2.77942, 3.38512, 3.41270], [-2.34046, 4.04124, 1.84412], [-4.11058, 5.39006, 3.84395], [4.96718, -2.66704, 3.96615], [3.98090, -3.34939, 3.07371], [3.17604, -2.32195, 2.62322], [3.43811, -1.13252, 3.27280], [2.81526, -0.13895, 3.09464], [4.55657, -1.34235, 3.97396], [3.15529, -4.16490, 3.84959], [5.94219, -2.76350, 3.56256], [4.89319, -3.01276, 4.97771], [4.34447, -3.93887, 2.22094], [2.91574, -7.12916, -0.87119], [3.24465, -6.90720, 0.56138], [2.41930, -5.81635, 0.87053], [2.24606, -5.07153, -0.31046], [1.77505, -3.94804, -0.33533], [2.66825, -5.77797, -1.32674], [4.53026, -6.54961, 0.63459], [1.98133, -7.70023, -0.95049], [3.72622, -7.62525, -1.45491], [3.02111, -7.66927, 1.29320], [-6.31403, 4.93622, -3.13483], [-5.35331, 6.05820, -3.24424], [-4.29031, 5.76343, -2.39327], [-4.74958, 4.81015, -1.46877], [-4.09619, 4.40227, -0.55168], [-5.99252, 4.37798, -1.82744], [-5.82250, 7.27803, -2.76550], [-6.11931, 4.13304, -3.88020], [-7.37653, 5.26913, -3.24556], [-4.96796, 6.25794, -4.27822], [-2.85857, -4.30692, 0.83687], [-1.42435, -4.45150, 0.24356], [-1.59653, -4.44718, -1.06891], [-2.90858, -4.25830, -1.45124], [-3.28321, -4.32132, -2.57650], [-3.65639, -4.16420, -0.34516], [-1.01479, -5.73851, 0.61791], [-2.90800, -3.43614, 1.45092], [-3.24225, -5.19899, 1.26072], [-0.60881, -3.77053, 0.55202], [5.01509, -0.12113, -0.43384], [5.44670, -1.46561, 0.05568], [5.99280, -1.65881, 1.15970], [5.26748, -2.42095, -0.84785], [4.49964, -2.39317, -2.08102], [5.55829, 0.61066, 0.20010], [4.00202, 0.05769, -0.08646], [5.13246, 0.07807, -1.49154], [5.50196, -3.32660, -0.45843], [3.49537, -2.14958, -1.84630], [4.55033, -3.38524, -2.46167], [4.93634, -1.72347, -2.81191], [4.19714, 2.73130, -2.49526], [3.68458, 1.57894, -3.29371], [4.43739, 0.80113, -3.81379], [2.28863, 1.47201, -3.29312], [1.72642, 0.39420, -4.06728], [3.51436, 2.93285, -1.68111], [4.21443, 3.68040, -3.04410], [5.20370, 2.48380, -2.14087], [1.76904, 1.96233, -2.59463], [0.64739, 0.57931, -4.22744], [1.93452, -0.60471, -3.63842], [2.24392, 0.50688, -5.03510], [-6.30870, 1.25399, -2.09133], [-5.97831, -0.22890, -2.30051], [-5.43641, -0.82846, -1.42559], [-6.30483, -0.72591, -3.51307], [-6.44812, -2.12139, -3.66226], [-7.31787, 1.59929, -2.42300], [-5.51129, 1.89710, -2.39429], [-6.30590, 1.30149, -0.96193], [-6.80553, -0.10746, -4.13099], [-7.08516, -2.42079, -4.55754], [-6.83124, -2.63047, -2.75803], [-5.48607, -2.64365, -3.85853], [2.74946, -0.73076, 6.53038], [2.83469, -2.12407, 7.03160], [3.86274, -2.79097, 7.13522], [1.60699, -2.59798, 7.22372], [1.24680, -3.90073, 7.85035], [3.75046, -0.48167, 6.16860], [2.48611, -0.04912, 7.40616], [1.93963, -0.56904, 5.78023], [0.81986, -1.95259, 7.02987], [2.10068, -4.24188, 8.38041], [0.95773, -4.72264, 7.17102], [0.38474, -3.63812, 8.50150], [-6.18856, -3.30802, 0.87680], [-5.55786, -2.29388, 1.81920], [-4.88739, -2.63117, 2.78150], [-5.93724, -1.05000, 1.58777], [-5.54228, 0.06816, 2.41879], [-5.92008, -4.29055, 1.23365], [-5.99089, -3.17456, -0.19076], [-7.28013, -3.19542, 0.95688], [-6.34114, -0.84351, 0.68892], [-6.32793, 0.85200, 2.42665], [-4.57730, 0.50828, 2.19552], [-5.49553, -0.31638, 3.46660], [-3.13327, -0.93749, 5.41617], [-1.64403, -1.29419, 5.22665], [-0.88437, -1.07823, 6.11631], [-1.26030, -1.70812, 3.97478], [0.15798, -1.83271, 3.49711], [-3.35809, -1.27080, 6.47425], [-3.78848, -1.41004, 4.72249], [-3.20621, 0.16731, 5.44973], [-1.92073, -1.55534, 3.24011], [0.57540, -0.82656, 3.46749], [0.08180, -2.13714, 2.45236], [0.66870, -2.62698, 4.07609], [3.37846, -1.42464, -7.09307], [3.31826, -2.49890, -6.09251], [4.33773, -3.11599, -5.81600], [2.11771, -2.70460, -5.44386], [1.93073, -3.85338, -4.58857], [4.02997, -0.65110, -6.77094], [2.46734, -0.82488, -7.29743], [3.79823, -1.79046, -8.03963], [1.32140, -2.27992, -5.85878], [1.17327, -3.66972, -3.79234], [2.90117, -4.10902, -4.17126], [1.58532, -4.76747, -4.99739], [-2.41871, -1.03408, -3.41549], [-1.93372, -1.51891, -4.71959], [-1.25432, -0.83553, -5.49656], [-2.30566, -2.77791, -5.05651], [-1.75320, -3.55441, -6.17389], [-3.33915, -1.50271, -3.15828], [-2.40356, 0.02192, -3.41477], [-1.76849, -1.45393, -2.58906], [-2.64408, -3.38449, -4.32106], [-1.07880, -4.28745, -5.70687], [-1.25071, -2.81501, -6.73640], [-2.59915, -4.07340, -6.68188], [1.70018, 1.80312, 0.83350], [0.98379, 2.36913, 2.07533], [-0.11574, 2.87076, 1.85574], [1.63746, 2.38126, 3.25242], [0.94004, 2.84381, 4.38046], [1.64598, 0.68264, 0.81483], [2.78196, 2.14233, 0.83370], [1.16961, 2.23296, -0.01257], [2.48337, 1.86251, 3.25062], [1.42741, 2.50068, 5.33233], [-0.09760, 2.55308, 4.28898], [0.83155, 3.95935, 4.53034], [6.91599, 1.23642, 4.99434], [6.84772, 1.52800, 3.44523], [6.09995, 2.38178, 3.01635], [7.71385, 0.75333, 2.71236], [8.08059, 1.03642, 1.35084], [5.96069, 1.46464, 5.46575], [7.66768, 1.90739, 5.41980], [7.13539, 0.21910, 5.19701], [8.34562, 0.07433, 3.17664], [7.50693, 1.84906, 0.90220], [7.97217, 0.17400, 0.70582], [9.17985, 1.29410, 1.22390], [-0.39146, 4.64623, -2.89344], [-0.41076, 3.60694, -1.76476], [-0.17601, 2.43697, -2.03597], [-0.63652, 4.06539, -0.54178], [-0.35547, 5.41051, -0.15921], [-0.38911, 4.18878, -3.83658], [0.54079, 5.24296, -2.85834], [-1.20953, 5.33010, -2.89211], [-0.37452, 3.41188, 0.20770], [0.66007, 5.69390, -0.41916], [-0.37723, 5.44579, 0.94515], [-0.96552, 6.18963, -0.53248], [-2.42384, 0.85530, -0.10566], [-1.40746, -0.28246, -0.03930], [-1.62794, -1.24705, 0.68373], [-0.38997, -0.15144, -0.90446], [0.70192, -1.11995, -1.00805], [-2.05324, 1.89042, -0.16763], [-3.03485, 0.84567, 0.77923], [-3.12687, 0.51983, -0.88947], [-0.18523, 0.76051, -1.24577], [1.09727, -1.33466, -0.04174], [1.35326, -0.80171, -1.85001], [0.38374, -2.05822, -1.44129], [-2.95732, 2.26536, -4.65026], [-4.13853, 1.79721, -5.53819], [-5.17064, 2.38808, -5.56559], [-3.92064, 0.65117, -6.31524], [-4.89457, 0.32344, -7.32731], [-3.38695, 2.21204, -3.64468], [-2.66183, 3.27204, -4.87506], [-2.07137, 1.65603, -4.67639], [-3.02113, 0.22831, -6.30764], [-4.51384, -0.63181, -7.69062], [-4.96017, 1.02757, -8.15043], [-5.87809, 0.20507, -6.92418]],
  "atomic_forces_ev_per_a": [[0.35, -1.47, 0.37], [-0.06, 0.28, 1.59], [1.05, 0.74, -0.41], [-1.00, 0.83, 0.71], [0.60, -0.41, -0.80], [0.24, -0.25, -0.49], [-1.54, -1.01, -0.31], [-0.64, -0.28, 0.15], [0.67, 1.11, 0.17], [0.33, 0.37, -1.07], [-2.81, 0.03, 3.54], [0.73, -0.17, -0.44], [-0.92, 0.75, -0.05], [-1.66, -0.09, -0.67], [0.51, -0.76, -0.18], [0.64, 0.13, 0.15], [-0.01, 0.13, 0.26], [0.27, -0.37, -0.45], [2.33, 0.39, -2.10], [0.89, -0.06, -0.05], [0.06, -0.80, 0.04], [-1.16, -0.65, 0.22], [-1.00, 0.98, -0.62], [1.43, -2.20, -0.99], [0.26, 0.20, 0.33], [-0.59, 2.72, 0.44], [0.36, -0.15, -0.33], [1.04, 0.23, -0.28], [0.07, -0.52, 0.56], [-0.06, 0.19, 0.40], [-0.16, -1.03, -1.04], [-1.29, 0.24, 0.16], [0.01, 1.19, -0.68], [-1.13, 2.14, 1.90], [1.06, -2.46, 0.00], [0.32, -0.88, -1.06], [1.53, 0.46, 0.55], [0.22, 0.12, -0.18], [-0.65, 0.71, 0.39], [0.07, -0.42, -0.05], [-0.84, -1.04, 0.03], [1.41, 1.96, -1.07], [-0.43, -1.62, 0.78], [0.33, -0.24, -0.21], [-0.75, 0.65, -1.03], [0.49, 0.76, -0.09], [-0.64, -0.48, -0.39], [0.01, 0.61, 0.29], [0.91, -0.32, 0.60], [-0.35, -0.27, 0.92], [1.18, 0.83, -1.32], [-0.21, -0.86, 3.09], [-0.27, 0.70, -3.40], [0.30, -1.11, 1.65], [-0.06, 0.50, -0.25], [-0.06, 0.67, -1.15], [0.46, -0.08, -0.11], [-0.51, 0.48, 0.44], [0.23, -0.74, 0.98], [-0.73, -0.20, -0.03], [0.44, 1.35, 1.88], [0.74, 0.73, 0.31], [-0.82, 0.00, -0.97], [0.40, -1.69, 0.60], [0.98, 0.26, 0.49], [-0.01, -0.25, -0.67], [-0.55, -0.18, -0.38], [-0.04, -0.14, -0.08], [0.03, -0.03, -0.33], [-1.15, 0.33, -0.15], [-0.14, -0.72, -0.53], [-0.09, 0.20, -0.13], [0.24, 0.68, 0.24], [-2.11, 0.82, 1.20], [0.39, -0.99, -1.07], [2.33, -0.38, -0.26], [-0.26, 0.46, -0.64], [0.00, -0.05, 0.57], [0.18, -0.35, -0.28], [-0.30, 0.24, 0.01], [-0.43, 0.18, 0.05], [0.52, -0.35, 0.20], [-0.16, 0.43, -0.42], [-0.42, -0.69, 0.16], [-1.03, -0.69, 2.17], [-0.94, 2.96, -1.65], [0.90, -1.95, 1.46], [-0.42, 0.55, 0.09], [0.13, -2.93, -1.40], [0.95, -0.32, -0.13], [0.39, 0.41, -0.54], [-0.11, 0.40, -1.13], [0.04, -0.08, 0.06], [0.56, 0.73, 1.22], [-0.10, 0.49, -0.34], [-0.28, 0.45, 0.13], [0.27, 2.00, 0.70], [-0.24, -1.01, -0.79], [-0.03, 0.40, 0.24], [-2.12, -1.11, 0.46], [-0.83, 1.40, -0.55], [-0.38, 0.37, -0.14], [0.44, -0.74, -1.05], [0.74, -0.28, 0.41], [0.67, -0.72, 0.10], [0.62, -0.24, 0.79], [0.05, 0.69, -0.14], [0.65, -0.66, -0.16], [-0.72, 0.20, -0.01], [-0.47, -1.08, -0.33], [0.52, -0.15, 0.36], [-0.12, 1.79, -0.38], [-0.83, -0.19, 1.63], [0.09, -0.29, -0.19], [0.44, 0.07, 0.32], [0.19, -0.11, 0.20], [0.10, -0.04, -0.06], [0.55, -0.46, -0.34], [0.10, -0.05, -0.31], [0.08, 0.29, -0.75], [1.08, -0.13, 1.93], [-1.82, 0.48, -2.85], [2.28, -0.02, 2.24], [0.50, -0.13, 0.35], [-1.75, -0.09, 0.39], [0.04, 0.28, -1.22], [-0.56, -0.16, -0.62], [-0.06, -0.57, -0.33], [-0.46, -0.13, -0.30], [0.60, -0.32, 0.48], [0.05, -0.20, 0.11], [0.07, 0.88, -0.23], [-0.98, 1.25, -1.62], [0.16, -0.70, 1.16], [-0.50, -0.14, 0.06], [0.73, -0.64, -0.55], [-0.08, 0.64, 1.58], [1.06, 0.44, 0.63], [0.00, -0.90, 0.08], [-0.24, -0.06, 0.29], [-0.63, 0.35, -0.17], [0.76, 0.37, -0.25], [-0.04, 0.22, 0.34], [-0.37, -0.80, -1.42], [1.21, -1.60, 1.35], [0.49, -0.77, -1.38], [-0.17, 0.17, 0.23], [-0.22, -0.79, 0.45], [-1.11, -0.21, 1.61], [-1.21, 0.14, 0.00], [-0.16, 0.95, 0.39], [-0.18, 0.76, -0.95], [-0.30, 0.40, 0.28], [0.03, 0.05, -0.67], [0.67, 0.24, -1.25], [0.87, 0.45, 0.04], [1.12, -0.24, 1.01], [1.27, -0.20, -1.50], [-0.65, 0.20, 1.11], [-0.92, 0.48, -2.22], [-0.29, 1.37, 2.77], [0.14, 1.06, 0.01], [-1.11, -0.58, -0.07], [0.26, -0.30, -0.14], [0.62, -0.40, 0.59], [-0.67, -0.03, -0.94], [-0.23, -0.58, 0.39], [0.68, -0.83, -0.69], [-0.44, 1.17, -1.42], [0.75, -1.34, 1.94], [0.03, 0.23, -0.68], [0.43, 0.15, 0.51], [1.42, 0.34, -1.10], [-0.03, 0.09, -0.22], [0.03, -0.20, -0.01], [0.45, -0.95, 0.20], [-1.12, 0.96, -0.19], [-0.08, -0.04, 0.44], [-0.41, -0.39, 0.02], [-1.14, 0.01, 0.55], [0.94, 0.29, 1.06], [0.04, 1.50, -1.73], [0.03, -0.81, 0.09], [0.22, -0.73, 0.45], [1.13, 0.43, 1.57], [0.03, -1.05, -1.18], [-0.37, -0.22, 0.25], [-0.69, 0.56, 0.42], [-0.58, -0.01, 0.01], [0.40, 0.03, -0.15], [-0.21, 0.06, -0.51], [-1.15, 0.40, -0.54], [-0.25, -0.35, 0.14], [-0.78, 1.23, 0.05], [0.48, -0.68, -0.08], [0.74, -1.31, 0.37], [-0.89, 0.29, -1.63], [0.02, -0.59, -0.66], [-0.06, -0.25, 0.52], [0.28, 0.71, -0.09], [-0.30, 0.81, -0.40], [0.96, -0.08, 0.49], [0.21, 0.32, 1.37], [-0.68, -0.53, 0.29], [-1.27, -0.84, 0.12], [3.41, -2.05, -0.75], [-2.18, 1.21, 0.07], [-1.11, 2.60, 1.30], [1.10, -1.01, -0.16], [0.33, 0.28, 0.13], [-0.20, 0.59, -0.17], [0.24, -0.45, -0.22], [0.69, -0.26, -0.05], [-0.56, -0.08, -0.43], [0.19, 0.28, -0.06], [-0.57, -0.14, 0.38]],
  "lowdin_charge": [-0.03, -0.18, 0.12, -0.58, 0.15, 0.06, 0.01, 0.14, 0.12, 0.13, -0.01, -0.29, 0.14, -0.61, 0.15, 0.06, 0.05, 0.14, 0.07, 0.17, -0.07, -0.29, 0.11, -0.51, 0.14, 0.07, 0.03, 0.12, 0.12, 0.16, -0.03, -0.35, 0.11, -0.50, 0.14, 0.09, 0.09, 0.15, 0.16, 0.17, -0.04, -0.32, 0.11, -0.45, 0.18, 0.05, 0.04, 0.13, 0.16, 0.18, 0.00, -0.32, 0.13, -0.50, 0.15, 0.07, 0.02, 0.10, 0.13, 0.15, 0.02, -0.53, 0.01, 0.04, -0.04, 0.08, 0.08, 0.06, 0.14, 0.06, 0.08, 0.09, 0.00, -0.56, 0.05, 0.02, -0.09, 0.06, 0.09, 0.09, 0.07, 0.08, 0.06, 0.08, 0.02, -0.57, 0.06, 0.01, -0.10, 0.10, 0.05, 0.10, 0.13, 0.11, 0.09, 0.07, -0.01, -0.59, 0.02, 0.01, -0.04, 0.07, 0.12, 0.08, 0.10, 0.06, 0.08, 0.09, 0.00, -0.56, 0.02, 0.03, -0.05, 0.07, 0.06, 0.09, 0.11, 0.09, 0.06, 0.09, 0.01, -0.56, 0.04, 0.04, -0.03, 0.10, 0.03, 0.09, 0.09, 0.07, 0.06, 0.09, -0.01, -0.54, 0.04, 0.03, -0.08, 0.07, 0.09, 0.10, 0.10, 0.09, 0.07, 0.06, 0.03, -0.54, -0.01, 0.02, -0.04, 0.06, 0.05, 0.11, 0.09, 0.08, 0.06, 0.10, 0.03, -0.48, 0.00, 0.04, -0.08, 0.08, 0.10, 0.04, 0.10, 0.11, 0.07, 0.10, 0.01, -0.51, 0.02, 0.01, -0.10, 0.07, 0.08, 0.05, 0.16, 0.08, 0.06, 0.10, 0.02, -0.51, -0.01, 0.04, -0.07, 0.05, 0.10, 0.07, 0.07, 0.09, 0.10, 0.08, 0.04, -0.52, 0.04, 0.04, -0.05, 0.07, 0.05, 0.08, 0.06, 0.07, 0.06, 0.06, 0.02, -0.52, 0.05, 0.03, -0.08, 0.08, 0.07, 0.05, 0.08, 0.09, 0.08, 0.07],
  "homo_lumo_gap_ev": 9.32,
  "mol_weight_g_mol": 1586.547
}